[1]
Formula: C6H10O
Source: the OMol25 dataset
Level of theory: ωB97M-V/def2-TZVPD

Cartesian coordinates (Å):
C 0.912 -1.176 -2.038
H 0.149 -1.058 -2.769
C -0.406 0.788 0.562
C -1.646 1.602 0.908
H 1.554 -2.984 -2.727
H 1.865 -0.588 -0.177
H -1.893 2.126 0.097
H -2.539 0.986 1.211
H -0.045 0.518 2.770
O 1.715 -2.277 -2.058
C 1.142 -0.380 -0.999
H 1.129 -0.299 1.497
H -0.299 -1.033 2.264
H -0.382 0.973 -1.556
H -1.552 2.150 1.828
C 0.177 0.068 1.831
C 0.119 0.584 -0.644

Summary:
SMILES = CC(C)=C/C=C/O
HOMO level = -0.2848 Eh
spin multiplicity = 1
net charge = 0
LUMO = 0.8 eV
gap between HOMO and LUMO = 8.523 eV

---

[2]
Formula: C16H17N3O2PdS2Te
Source: the OMol25 dataset
Level of theory: ωB97M-V/def2-TZVPD

Cartesian coordinates (Å):
C -2.204 1.524 1.074
O -0.717 1.140 -2.300
C -3.408 0.844 2.899
C -3.466 2.119 3.425
S -3.482 -4.631 -1.441
H -3.977 2.309 4.357
N -1.236 -2.169 -2.488
C -2.471 4.315 -2.117
C -2.281 -3.983 -0.392
H -2.844 4.152 3.087
C -3.752 2.273 -1.986
N -1.596 1.115 -0.105
C -4.807 4.312 -2.742
H -6.455 4.543 -4.103
H -3.871 0.008 3.412
H -1.533 4.834 -1.976
H -2.925 -6.788 -2.462
C -2.838 3.136 2.714
C -3.600 4.980 -2.575
S -1.121 2.106 -1.260
O -0.156 3.095 -0.885
H -1.666 3.617 0.981
H -0.745 -2.946 -2.053
C -4.867 2.951 -2.440
H -0.625 -6.789 -1.207
C -2.551 -6.023 -1.801
H -3.540 6.038 -2.802
C -2.555 2.964 -1.830
C -2.191 2.850 1.531
H -3.808 1.220 -1.737
H -5.803 2.419 -2.557
C -1.212 -4.836 -0.331
H -0.345 -4.633 0.283
C -6.034 5.035 -3.225
H -2.118 -2.546 -2.822
H -0.700 -1.837 -3.284
C -1.363 -6.002 -1.136
H -5.808 6.067 -3.488
H -6.806 5.042 -2.454
Te -2.557 -2.123 0.599
N -2.801 0.550 1.752
Pd -1.518 -0.615 -1.155

Summary:
HOMO level = -0.2749 Eh
spin multiplicity = 1
net charge = 0
LUMO = -0.3 eV
gap between HOMO and LUMO = 7.212 eV

---

[3]
Formula: C4H11ClNO3RhZn
Source: the OMol25 dataset
Level of theory: ωB97M-V/def2-TZVPD

Cartesian coordinates (Å):
H -1.681 1.022 -0.961
H 3.124 0.495 -1.999
O -0.434 1.000 4.865
C -1.549 -0.932 1.969
H -2.496 -0.504 1.631
O 0.023 0.013 2.890
H -0.354 -0.466 -4.116
H -1.517 -2.013 1.794
H 2.378 2.014 -1.422
Cl 1.119 -1.284 -0.398
C 2.268 1.175 -2.121
Zn -0.027 0.006 0.933
H -0.285 2.109 -0.452
H 2.277 1.568 -3.147
O 0.549 -0.942 4.865
Rh 0.545 0.249 -1.859
H -1.420 -0.733 3.036
H -1.483 -1.019 -2.850
N 0.008 0.004 4.282
H 0.021 -1.932 -3.170
C -0.643 1.096 -0.649
C -0.424 -0.926 -3.122

Summary:
<S²> = 6.016
HOMO level (spin up / spin down) = 0.0556 / 0.0011 Eh
spin multiplicity = 5
net charge = -2
LUMO (spin up / spin down) = 5.6 / 5.5 eV
gap between HOMO and LUMO (spin up / spin down) = 4.132 / 5.471 eV

---

[4]
Formula: C2H4O2
Source: the OMol25 dataset
Level of theory: ωB97M-V/def2-TZVPD

Cartesian coordinates (Å):
O -0.102 -1.757 -0.272
H 1.467 -0.087 -0.758
C 0.577 -0.194 -0.175
H -1.467 0.087 0.759
O 0.102 1.757 0.272
C -0.577 0.194 0.175
H 0.091 2.001 1.207
H -0.091 -2.001 -1.207

Summary:
SMILES = O/C=C/O
HOMO level = -0.3644 Eh
spin multiplicity = 1
net charge = 0
LUMO = 0.9 eV
gap between HOMO and LUMO = 10.786 eV

---

[5]
Formula: C8H28Cl4O7
Source: the OMol25 dataset
Level of theory: ωB97M-V/def2-TZVPD

Cartesian coordinates (Å):
O 6.879 7.990 9.964
C 5.363 11.102 10.841
H 8.246 10.998 5.279
H 5.839 14.458 7.522
H 10.814 6.740 9.085
C 5.077 9.300 7.610
Cl 9.383 10.928 10.088
H 7.817 8.162 9.947
O 6.541 12.099 5.769
H 6.200 11.399 6.367
H 6.920 11.005 4.056
C 7.788 6.901 5.599
H 4.391 9.340 6.762
H 4.927 13.140 8.259
Cl 9.825 8.977 7.955
H 10.455 5.334 10.289
H 5.897 14.173 9.331
O 8.833 6.659 6.503
O 9.393 7.144 10.580
H 9.642 7.871 11.122
H 4.917 10.053 8.318
O 7.009 12.899 8.179
H 7.233 12.832 7.225
H 4.484 11.504 10.298
H 6.924 6.023 9.043
C 7.460 11.614 4.851
Cl 10.673 11.526 7.478
O 6.448 9.416 7.092
C 10.541 6.384 10.120
H 7.148 6.138 10.747
H 5.733 10.118 10.463
H 4.952 10.912 11.832
H 6.945 6.405 6.028
C 10.467 10.391 8.750
H 6.692 12.312 9.993
H 5.557 6.441 10.118
C 6.619 6.577 9.953
H 7.957 6.551 4.570
O 6.410 12.120 10.935
H 7.902 12.496 4.374
H 11.369 6.815 10.619
H 9.219 5.818 6.309
C 5.855 13.719 8.299
H 7.083 9.081 7.763
H 4.898 8.279 8.066
Cl 12.046 9.864 9.405
H 7.585 8.003 5.623

Summary:
HOMO level = -0.3568 Eh
spin multiplicity = 1
net charge = 0
LUMO = 0.4 eV
gap between HOMO and LUMO = 10.081 eV

---

[6]
Formula: C2H5N5O
Source: the OMol25 dataset
Level of theory: ωB97M-V/def2-TZVPD

Cartesian coordinates (Å):
H -0.162 2.044 0.884
N 0.462 0.556 -0.378
C -1.427 -0.807 -0.383
N -0.241 -1.450 0.135
H 2.557 -0.158 1.594
N 1.608 -0.733 1.347
H -0.923 0.252 -2.166
O -2.599 -1.249 -0.509
C 0.806 -0.619 0.298
N 0.730 1.838 0.250
H -0.399 -2.495 0.655
H 0.510 2.284 -0.761
N -0.924 0.538 -0.965

Summary:
SMILES = [H]/N=c1/[nH]c(=O)[nH]n1N
HOMO level = -0.3365 Eh
spin multiplicity = 1
net charge = 0
LUMO = 0.2 eV
gap between HOMO and LUMO = 9.383 eV

---

[7]
Formula: C8H14
Source: the OMol25 dataset
Level of theory: ωB97M-V/def2-TZVPD

Cartesian coordinates (Å):
H 0.020 2.254 0.856
H -0.151 -0.283 1.842
C 1.418 0.505 0.030
C 2.683 0.620 0.392
H -2.732 -0.085 -0.245
H -1.757 -1.181 1.215
H 3.424 -0.188 0.173
H 3.113 1.469 0.976
C -0.755 0.447 -0.060
H 0.260 -2.355 0.590
C 0.590 -2.033 -0.418
C 0.429 -0.457 -0.582
H -2.080 0.099 -1.932
H 0.278 2.067 -0.930
H -1.892 0.514 1.917
H 0.065 -2.581 -1.155
H 1.780 -2.273 -0.517
C -2.021 0.469 -0.875
H 0.497 -0.164 -1.692
C 0.347 1.639 0.005
H -2.342 1.609 -0.926
C -1.175 -0.091 1.337

Summary:
SMILES = C=C1CC(C)(C)[C@@H]1C
HOMO level = -0.3385 Eh
spin multiplicity = 1
net charge = 0
LUMO = 0.9 eV
gap between HOMO and LUMO = 10.125 eV